Density functional theory data (ωB97M-V/def2-TZVPD) for C32H34Br2F8MgNO11 as an isolated structure at a distorted geometry.

Summary:
total charge: +1
lowest unoccupied orbital energy: -8.056 eV

Geometry (Å):
H  -0.098  -8.597  -1.724
C  -0.837  -6.620  -1.144
O  -0.748  -1.301  0.988
C  -0.574  5.014  -0.596
H  -0.119  -2.864  -0.162
H  0.067  -0.551  -1.963
H  2.835  6.944  -3.002
H  0.374  -6.300  -2.921
H  5.196  4.222  3.443
F  1.434  -9.853  1.090
F  2.927  -7.733  1.939
C  1.212  6.088  -1.936
C  2.556  6.245  -2.228
C  4.974  4.476  1.297
C  0.256  -5.881  -1.918
C  -0.238  1.590  0.868
C  -7.888  -0.755  -1.431
H  -1.651  -8.541  -0.940
O  -6.622  -1.115  -2.005
H  0.144  2.828  3.307
O  3.721  -1.839  -1.804
H  -0.907  1.425  3.685
F  1.933  -8.444  -0.481
H  -2.682  -0.729  0.470
O  -1.372  5.901  -0.669
H  -7.580  1.380  -1.467
C  0.038  2.899  0.486
C  1.594  -7.640  1.737
C  4.967  5.821  -2.008
H  -2.134  -0.401  2.111
C  -8.414  0.886  0.449
H  3.678  2.941  0.632
H  0.479  6.659  -2.478
C  -0.942  3.640  -0.172
C  1.336  3.558  0.778
H  -9.434  1.114  0.143
H  0.552  1.742  4.611
H  5.727  5.451  -1.342
C  -2.465  1.787  0.017
C  1.187  -8.610  0.625
C  0.109  1.783  3.595
C  -1.489  1.014  0.651
H  5.761  2.857  2.495
Br  5.359  2.721  -1.088
C  -1.821  -0.417  1.063
C  -5.657  -0.556  -1.251
F  1.437  -5.930  -1.274
Br  6.841  4.903  0.963
O  -6.187  0.332  -0.373
F  -1.965  -6.494  -1.898
H  -8.646  -0.668  -2.205
H  1.032  -0.344  -0.507
H  5.074  6.891  -2.156
O  -0.157  -8.538  0.358
O  4.566  -3.792  -1.863
F  1.307  -6.367  1.395
H  -8.008  1.748  0.979
F  -0.100  -4.578  -2.032
C  1.014  0.890  2.762
H  -8.436  0.053  1.152
H  2.078  1.281  2.862
C  3.216  4.589  -0.582
C  -0.645  -8.126  -0.907
C  1.848  4.462  -0.267
H  1.031  -0.134  3.142
C  3.555  5.523  -1.577
H  1.281  -1.748  -1.476
C  -0.509  -1.863  -0.297
O  0.814  0.859  1.408
H  -2.934  3.684  -0.910
H  1.068  -7.889  2.661
H  5.132  5.368  -2.984
O  1.880  3.392  1.858
C  0.515  -1.073  -1.123
C  -2.193  3.083  -0.406
Mg  2.562  1.979  4.461
N  3.682  -3.010  -2.200
F  -1.073  -5.996  0.033
H  4.430  5.382  1.528
O  -4.496  -0.802  -1.340
H  -8.180  -1.535  -0.724
O  2.757  -3.380  -2.918
H  -1.435  -1.965  -0.864
C  0.863  5.198  -0.941
C  4.232  3.720  0.142
C  4.988  3.615  2.565
H  -3.445  1.370  -0.156
H  4.031  3.115  2.707
C  -7.565  0.555  -0.750

Cartesian forces (eV/Å) of the 3 atoms listed first:
0.2 0.2 0.0
0.0 -0.1 0.5
-0.2 -0.4 0.3